# 1
Below is a gas-phase ion, C6H12NO (charge +1), with properties calculated with the ωB97M-V functional and the def2-TZVPD basis.

Each line ends with the Mulliken charge.
Atoms and positions in Å:
1 C -1.146 0.632 0.478  0.209
2 C 1.221 -0.158 1.303  -0.916
3 C 1.349 -0.016 -0.238  0.030
4 C -0.022 -0.375 0.456  0.558
5 C -2.242 0.440 -0.627  -0.962
6 C 1.623 1.377 -0.898  -1.473
7 N -0.497 -1.804 0.332  -0.207
8 O -1.183 1.569 1.222  -0.471
9 H 1.857 -0.976 1.691  0.269
10 H 1.373 0.768 1.876  0.287
11 H 1.744 -0.811 -0.804  0.508
12 H -2.229 -0.729 -0.953  0.213
13 H -1.942 0.934 -1.473  0.313
14 H -3.227 0.701 -0.332  0.351
15 H 1.593 1.427 -1.977  0.362
16 H 2.639 1.502 -0.554  0.373
17 H 1.020 2.071 -0.442  0.415
18 H -0.852 -2.267 -0.586  0.372
19 H -1.321 -1.907 0.856  0.368
20 H 0.242 -2.377 0.670  0.400

Forces on atoms 1 to 3 (eV/Å):
-1.648 0.280 -1.157
1.478 -0.131 -1.502
-2.138 1.542 0.842

Output
ΔE to the lowest compared entry with this formula, charge and spin	39.89	kcal/mol
SMILES	CC(=O)[C@]1([NH3+])C[C@@H]1C
HOMO-LUMO gap	10.239	eV
total charge	+1
highest occupied orbital energy	-14.094	eV

# 2
Below is a gas-phase ion, C6H12NO (charge +1), with properties calculated with the ωB97M-V functional and the def2-TZVPD basis.

Each line ends with the Mulliken charge.
Atoms and positions in Å:
1 C -2.025 -0.262 0.114  0.595
2 C -0.925 -1.189 0.203  -0.785
3 C -1.503 1.234 0.033  -0.653
4 C 0.468 -0.257 0.038  0.866
5 C 0.914 -0.160 -1.474  -1.358
6 C 1.553 -0.600 1.000  -1.811
7 N -0.033 1.159 0.418  -0.168
8 O -3.198 -0.389 0.268  -0.455
9 H -0.779 -1.780 1.144  0.350
10 H -0.802 -1.957 -0.571  0.360
11 H -1.613 1.522 -1.084  0.246
12 H -1.985 1.961 0.683  0.421
13 H 1.814 0.537 -1.581  0.424
14 H 0.186 0.355 -2.104  0.424
15 H 1.361 -1.100 -1.988  0.357
16 H 2.326 0.173 0.838  0.430
17 H 2.244 -1.459 0.791  0.388
18 H 1.378 -0.770 1.995  0.529
19 H 0.557 1.712 -0.227  0.412
20 H 0.062 1.269 1.504  0.427

Forces on atoms 1 to 3 (eV/Å):
-1.356 2.855 1.363
4.837 -0.888 -0.106
0.659 -0.439 -1.923

Output
ΔE to the lowest compared entry with this formula, charge and spin	24.38	kcal/mol
SMILES	CC1(C)CC(=O)C[NH2+]1
HOMO-LUMO gap	10.748	eV
total charge	+1
highest occupied orbital energy	-14.274	eV

# 3
Below is a gas-phase ion, C6H12NO (charge +1), with properties calculated with the ωB97M-V functional and the def2-TZVPD basis.

Each line ends with the Mulliken charge.
Atoms and positions in Å:
1 C 1.559 -1.809 1.130  -0.722
2 C 0.820 -1.561 -0.171  -0.471
3 C -0.053 -0.322 -0.064  -0.348
4 C -0.655 0.353 -1.036  -0.437
5 C -1.504 1.530 -0.775  -0.545
6 C -2.667 1.867 -1.318  -0.117
7 O -3.134 3.120 -1.118  -0.458
8 N 2.381 -0.606 1.485  -0.270
9 H 2.186 -2.688 1.057  0.377
10 H 0.850 -2.020 1.919  0.357
11 H 1.501 -1.440 -1.027  0.341
12 H 0.158 -2.419 -0.336  0.339
13 H -0.222 0.072 0.948  0.516
14 H -0.521 0.143 -2.090  0.391
15 H -1.067 2.293 -0.137  0.288
16 H -3.332 1.214 -1.871  0.317
17 H -4.079 3.216 -1.270  0.353
18 H 2.562 -0.500 2.484  0.347
19 H 1.907 0.239 1.121  0.375
20 H 3.311 -0.681 1.070  0.368

Forces on atoms 1 to 3 (eV/Å):
-0.431 -0.615 -0.464
-0.491 0.683 -0.368
0.358 0.203 0.539

Output
ΔE to the lowest compared entry with this formula, charge and spin	21.89	kcal/mol
SMILES	[NH3+]CC/C=C/C=C/O
HOMO-LUMO gap	7.881	eV
total charge	+1
highest occupied orbital energy	-11.466	eV

# 4
Below is a gas-phase ion, C6H12NO2 (charge -1), with properties calculated with the ωB97M-V functional and the def2-TZVPD basis.

Each line ends with the Mulliken charge.
Atoms and positions in Å:
1 C 1.000 0.365 2.066  -0.816
2 C -0.542 0.608 1.523  -0.708
3 C -0.790 -0.011 -0.009  0.210
4 C -1.048 -1.622 0.142  -1.183
5 C 0.387 0.416 -1.064  0.272
6 N 1.146 -0.732 -1.689  -0.664
7 C -0.339 1.272 -2.303  0.198
8 O -0.976 2.439 -2.032  -0.705
9 O -0.241 0.741 -3.674  -0.735
10 H 1.822 0.931 1.455  0.236
11 H 1.111 0.744 3.192  0.310
12 H 1.190 -0.794 2.068  0.183
13 H -1.245 0.035 2.286  0.281
14 H -0.841 1.750 1.487  0.319
15 H -1.802 0.489 -0.391  0.335
16 H -0.517 -2.069 1.104  0.229
17 H -0.820 -2.259 -0.813  0.365
18 H -2.217 -1.751 0.344  0.299
19 H 1.197 1.161 -0.621  0.096
20 H 2.027 -0.294 -2.086  0.266
21 H 1.497 -1.420 -0.984  0.212

Forces on atoms 1 to 3 (eV/Å):
-0.464 0.146 0.615
0.294 -0.143 -0.360
-0.380 0.204 0.686

Output
ΔE to the lowest compared entry with this formula, charge and spin	88.77	kcal/mol
SMILES	CC[C@H](C)[C@@H](N)C(=O)[O-]
HOMO-LUMO gap	7.154	eV
total charge	-1
highest occupied orbital energy	-3.733	eV

# 5
Below is 2 unconnected molecules or ions with the total composition C6H12NO4, with properties calculated with the ωB97M-V functional and the def2-TZVPD basis.

Each line ends with the Mulliken charge.
Atoms and positions in Å:
1 C -0.797 2.244 -2.445  -0.607
2 C -0.783 0.724 -2.430  -0.556
3 C -1.821 2.692 -1.302  -0.329
4 C -1.310 0.443 -1.021  0.202
5 C 0.548 -1.876 3.726  -0.626
6 C 1.615 -0.209 2.351  -0.180
7 N 0.494 0.634 0.195  0.305
8 O 1.439 1.384 -0.021  -0.447
9 O -1.968 1.439 -0.486  -0.302
10 O 1.542 -1.508 2.660  -0.361
11 O 0.393 -0.078 1.273  -0.175
12 H 0.227 2.631 -2.171  0.216
13 H -0.999 2.624 -3.432  0.471
14 H -1.675 0.383 -3.090  0.327
15 H -0.010 0.073 -2.741  0.418
16 H -1.531 3.476 -0.530  0.295
17 H -2.939 2.807 -1.642  0.261
18 H -1.495 -0.506 -0.602  0.491
19 H 1.288 -2.285 4.495  0.255
20 H -0.032 -2.810 3.524  0.238
21 H -0.074 -1.065 3.812  0.390
22 H 1.357 0.540 3.046  0.388
23 H 2.593 -0.172 1.842  0.323

Forces on atoms 1 to 3 (eV/Å):
1.613 1.352 1.388
-3.992 -0.248 1.047
-1.510 -0.761 -0.496

Output
ΔE to the lowest compared entry with this formula, charge and spin	112.66	kcal/mol
HOMO-LUMO gap	9.975	eV
total charge	+1
highest occupied orbital energy	-13.821	eV

# 6
Below is a single C6H12NO4P molecule, with properties calculated with the ωB97M-V functional and the def2-TZVPD basis.

Each line ends with the Mulliken charge.
Atoms and positions in Å:
1 C 0.501 -0.557 0.341  1.095
2 C 1.754 0.013 -0.157  0.424
3 C 0.472 -2.013 0.699  -1.501
4 C 3.979 0.672 -0.724  -0.714
5 C -1.392 2.558 0.607  -0.673
6 C -3.112 -1.175 -1.090  -0.685
7 N 2.651 0.074 -0.999  -0.474
8 O 1.436 0.318 1.130  -0.508
9 O -1.982 -0.385 1.593  -0.712
10 O -1.500 1.400 -0.190  -0.340
11 O -1.715 -0.816 -1.041  -0.334
12 P -1.284 -0.068 0.355  0.917
13 H 0.313 -2.398 -0.332  0.324
14 H -0.343 -2.306 1.416  0.324
15 H 1.443 -2.194 1.208  0.407
16 H 3.881 0.989 0.325  0.294
17 H 4.121 1.489 -1.379  0.265
18 H 4.794 -0.079 -0.815  0.247
19 H -0.257 2.799 0.654  0.220
20 H -1.631 2.255 1.608  0.374
21 H -1.929 3.316 0.092  0.236
22 H -3.113 -2.085 -1.783  0.223
23 H -3.642 -0.303 -1.446  0.245
24 H -3.447 -1.505 -0.072  0.348

Forces on atoms 1 to 3 (eV/Å):
-0.714 0.720 0.663
-1.169 -0.119 0.333
0.340 -0.023 0.280

Output
ΔE to the lowest compared entry with this formula, charge and spin	72.84	kcal/mol
SMILES	C/N=C1\O[C@@]1(C)P(=O)(OC)OC
HOMO-LUMO gap	10.506	eV
highest occupied orbital energy	-9.692	eV